Entry from the Open Molecules 2025 dataset: a cluster of 2 separate species, C22H22ClNO2 in total at a distorted geometry (ωB97M-V/def2-TZVPD).

Results
net charge = 0
frontier orbital gap = 1.3 eV
energy = -1516.800683 hartree
F_max = 2.7 eV Å⁻¹

Each line ends with the natural charge from an NBO analysis.
Geometry (Å):
C: 7.0002 1.5217 -1.2645  -0.6254
C: 5.7073 0.7384 -1.1869  -0.0707
O: 5.5354 0.1488 0.0795  -0.5346
C: 4.4327 -0.6675 0.0710  0.6914
C: 4.0061 -1.1393 1.3627  -0.2992
N: 2.9032 -1.8223 1.5328  -0.3344
C: 2.2748 -1.8730 2.7010  -0.1797
C: 1.1039 -2.6198 2.9194  0.0495
C: 0.3131 -2.4063 4.0725  -0.2701
C: -0.8096 -3.1510 4.2905  -0.2258
C: -1.1746 -4.1488 3.3826  -0.1120
Cl: -2.5371 -5.1373 3.6996  -0.0215
C: -0.4176 -4.3593 2.2248  -0.2165
C: 0.6932 -3.5987 1.9875  -0.2439
O: 3.8050 -0.9448 -0.9424  -0.6786
H: 7.0455 2.1563 -2.1549  0.2027
H: 7.0980 2.1550 -0.3783  0.1963
H: 7.8567 0.8436 -1.2817  0.2162
H: 4.8298 1.3805 -1.3584  0.1489
H: 5.6563 -0.0625 -1.9395  0.2045
H: 4.5767 -0.8275 2.2200  0.1345
H: 2.6300 -1.2230 3.4821  0.1227
H: 0.5938 -1.6307 4.7637  0.1963
H: -1.4293 -2.9848 5.1550  0.2106
H: -0.7136 -5.1300 1.5311  0.2145
H: 1.2876 -3.7470 1.1003  0.2364
C: 1.3472 2.8705 2.3158  -0.4950
C: -0.0685 2.3153 2.0661  -0.4773
C: -0.2419 2.3768 0.5803  0.0955
C: 0.8697 2.8816 -0.0092  -0.3075
C: 1.8691 3.2015 0.9442  0.3199
C: 3.1457 3.7583 0.6815  -0.1072
C: 3.5575 4.0685 -0.6306  -0.1024
C: 4.8093 4.5759 -0.8676  -0.2240
C: 5.6790 4.8087 0.1845  -0.0974
C: 5.2828 4.5502 1.4864  -0.2234
C: 4.0370 4.0337 1.7415  -0.1039
H: 1.3352 3.7788 2.9307  0.2594
H: 1.9955 2.1363 2.8112  0.2889
H: -0.1673 1.2853 2.4313  0.2851
H: -0.8327 2.9130 2.5803  0.2538
H: -1.1383 2.0984 0.0518  0.2393
H: 0.9690 3.0303 -1.0681  0.2423
H: 2.8701 3.9221 -1.4452  0.2198
H: 5.1070 4.7959 -1.8782  0.2345
H: 6.6613 5.2037 -0.0113  0.2318
H: 5.9524 4.7524 2.3065  0.2342
H: 3.7252 3.8538 2.7572  0.2218

Forces on atoms 1 to 2 (eV/Å):
0.09 -0.16 0.42
-0.19 0.08 -0.91


Entry from the Open Molecules 2025 dataset: the molecule C5H6O2 (ωB97M-V/def2-TZVPD).

Results
net charge = 0
frontier orbital gap = 11.5 eV
energy = -344.515496 hartree
F_max = 0.8 eV Å⁻¹

Each line ends with the natural charge from an NBO analysis.
Geometry (Å):
C: 1.0975 -0.4861 -1.3104  -0.6011
C: 0.2862 -0.3231 -0.0348  0.0195
O: 0.7610 0.8598 0.6201  -0.5437
C: 0.2205 1.0386 1.8663  0.6572
O: 0.7799 0.7042 2.8712  -0.5152
C: -1.1549 -0.2544 -0.3436  -0.0479
C: -2.3157 -0.2505 -0.6604  -0.2155
H: 0.9748 0.4033 -1.9358  0.2238
H: 0.7418 -1.3610 -1.8640  0.2232
H: 2.1579 -0.6004 -1.0669  0.2256
H: 0.4669 -1.1651 0.6463  0.2101
H: -0.7786 1.5135 1.8493  0.1205
H: -3.3403 -0.2476 -0.9611  0.2434

Forces on atoms 1 to 2 (eV/Å):
0.08 0.03 -0.06
-0.01 -0.20 -0.16


Taking the records one at a time from the top gives relative energy (zero: lowest compared OMol25 entry of this formula, charge and spin) values of 5.822, 2.351 eV.